Molecular formula: C33H80O21S3
Method: DFT, wB97M-V/def2-TZVPD

Computed properties:
ΔE to the lowest compared entry with this formula, charge and spin = 104.3 kcal/mol
energy = -111009.396 eV
E_HOMO = -8.68 eV
net charge = 0

XYZ file:
```
137
Properties=species:S:1:pos:R:3:forces:R:3
C 14.05779 -21.18003 -13.88419 0.9 0.3 0.8
C 13.13642 -20.40230 -12.96854 0.7 0.6 -0.4
O 12.99065 -21.13986 -11.74390 -0.9 0.0 0.8
S 11.56897 -21.10922 -10.96838 -0.3 -1.6 -0.7
C 10.69470 -22.21836 -12.14689 0.2 0.5 0.4
O 11.76761 -21.77556 -9.70886 0.1 0.4 -1.1
O 10.97265 -19.80884 -11.00841 0.4 -0.1 -0.1
H 14.46101 -20.53343 -14.66483 -0.8 -0.1 -0.5
H 13.55273 -22.08936 -14.19924 0.2 0.0 -0.5
H 14.99702 -21.43260 -13.38141 -0.3 -0.3 0.4
H 13.56669 -19.44505 -12.67399 0.0 0.1 -0.2
H 12.21832 -20.20687 -13.52491 -0.4 -0.1 0.6
H 11.43214 -22.90938 -12.54346 0.1 0.0 0.1
H 10.29877 -21.59939 -12.94900 0.0 0.0 0.0
H 9.88731 -22.78158 -11.68620 0.0 0.2 0.3
C 14.90833 -12.02262 -12.50060 0.2 1.6 1.5
C 15.30956 -12.42508 -13.88881 0.2 0.1 0.0
O 16.76235 -12.50880 -13.87242 1.7 0.4 -1.4
S 17.55627 -12.57790 -15.29343 0.3 -1.5 2.3
C 19.20369 -12.75740 -14.60489 -0.6 0.4 0.0
O 17.21428 -13.84138 -15.90009 0.1 0.7 -0.2
O 17.45366 -11.33081 -16.02120 2.2 -4.1 1.9
H 13.82994 -11.93440 -12.34616 0.7 0.7 -0.4
H 15.33986 -11.06370 -12.20979 0.4 0.1 -0.2
H 15.16913 -12.71867 -11.69968 0.4 -0.2 -0.3
H 14.94578 -13.41889 -14.14806 0.7 1.5 0.0
H 15.01343 -11.69550 -14.64383 -0.1 0.1 0.1
H 19.43180 -11.81743 -14.10738 0.2 0.0 0.0
H 19.88758 -12.97596 -15.41974 -0.1 0.1 -0.1
H 19.19439 -13.58144 -13.89836 -0.1 0.0 0.0
C 14.39464 -16.55737 -9.61837 0.9 0.2 0.8
C 13.57203 -16.46158 -10.88574 0.1 0.1 0.8
O 14.06176 -15.33915 -11.64288 -0.2 0.9 -1.2
S 13.35715 -14.92170 -13.06888 0.1 -1.1 1.2
C 14.71680 -15.44416 -14.15084 -1.9 0.0 0.1
O 12.13562 -15.67169 -13.20000 0.7 0.0 -0.2
O 13.30348 -13.48943 -13.10676 -2.3 -2.5 -0.1
H 14.03907 -17.31527 -8.91807 0.0 0.0 -0.5
H 14.43567 -15.64697 -9.01212 -0.4 0.3 -0.4
H 15.45285 -16.78799 -9.77990 -0.1 -0.2 -0.4
H 13.69121 -17.37199 -11.47212 -0.4 0.0 -0.1
H 12.54284 -16.23159 -10.61446 -0.2 -0.5 -0.3
H 14.66057 -14.73182 -14.97114 0.3 -0.6 -0.3
H 14.45298 -16.43805 -14.49958 0.3 -0.1 0.1
H 15.60024 -15.38581 -13.53289 0.2 0.0 -0.4
C 17.06286 -7.63944 -16.34078 -0.7 -0.6 -0.3
O 15.91751 -8.38696 -16.72629 -0.4 0.9 -0.1
C 16.27963 -9.65891 -17.22048 0.0 1.2 -1.4
C 15.12960 -10.33978 -17.91885 -1.4 0.1 1.2
O 14.44270 -11.27616 -17.05873 0.6 -0.4 0.0
C 14.89361 -12.62596 -17.22049 -0.8 0.6 -0.9
C 13.87550 -13.39120 -18.08185 -0.3 -0.6 0.7
O 12.84006 -14.01773 -17.32807 0.3 -0.2 0.2
C 12.13333 -13.16814 -16.45117 -0.1 0.5 -0.3
H 17.44856 -8.05550 -15.40722 0.4 0.2 0.0
H 16.76798 -6.60076 -16.21184 -0.1 0.0 0.2
H 17.79910 -7.68576 -17.14886 0.3 0.0 0.2
H 16.75624 -10.25704 -16.44164 -1.8 2.1 -1.3
H 17.00670 -9.51150 -18.03666 0.4 0.1 0.1
H 15.40338 -10.81695 -18.85962 0.2 -0.1 0.0
H 14.33816 -9.61152 -18.11490 0.3 0.3 -0.3
H 15.00620 -13.07981 -16.23572 -0.2 -0.1 -0.4
H 15.86720 -12.63841 -17.71510 0.0 -0.1 0.1
H 14.34062 -14.23641 -18.59201 0.2 0.2 -0.1
H 13.38163 -12.73861 -18.80720 0.4 0.3 -0.1
H 11.88166 -12.21501 -16.93271 -0.1 -0.1 -0.1
H 12.69742 -12.89462 -15.55428 0.0 -0.2 0.0
H 11.21466 -13.68650 -16.18418 0.1 0.0 0.2
C 18.09672 -17.66004 -2.81924 -0.3 0.0 0.1
O 17.28823 -17.44594 -3.94918 0.5 0.4 -0.8
C 16.55033 -16.23215 -3.91392 -0.9 -0.7 0.5
C 16.00531 -15.84970 -5.28227 0.6 -0.4 -0.4
O 14.86709 -16.57725 -5.70342 -0.4 0.0 0.3
C 14.88259 -17.96467 -5.46183 0.6 -1.4 0.5
C 13.62920 -18.62553 -6.02531 0.3 1.2 -0.1
O 13.95793 -19.23978 -7.24263 0.1 -0.6 -0.1
C 12.92406 -19.33929 -8.18587 -0.9 1.2 0.0
H 18.88148 -16.90478 -2.69453 0.0 0.1 -0.2
H 18.55073 -18.63488 -2.97878 0.1 0.0 0.3
H 17.49149 -17.64494 -1.90449 0.0 -0.2 0.0
H 17.14035 -15.44348 -3.44107 0.0 0.2 -0.2
H 15.67569 -16.46494 -3.28975 0.0 0.6 0.3
H 16.81502 -15.96463 -6.01585 -0.2 -0.1 0.1
H 15.68398 -14.81059 -5.32523 0.1 0.1 0.3
H 14.98778 -18.25306 -4.40848 -0.4 0.6 0.2
H 15.79447 -18.42979 -5.85468 -0.1 0.1 -0.6
H 12.95090 -17.76724 -6.14476 -0.3 -0.3 -0.3
H 13.15506 -19.33045 -5.33976 0.2 -0.1 0.1
H 11.94403 -19.72352 -7.87718 0.4 -0.6 0.6
H 13.26661 -19.91686 -9.03270 0.2 0.0 0.0
H 12.64366 -18.31260 -8.47422 0.1 -0.3 -0.4
C 10.83164 -10.61482 -10.09307 0.3 -0.2 0.1
O 10.88489 -11.49773 -8.98910 -0.1 -0.2 0.0
C 11.06207 -12.85399 -9.35221 0.7 -0.4 -0.4
C 12.52316 -13.17918 -9.63592 0.0 0.6 -0.3
O 13.35997 -13.23059 -8.50745 0.0 -0.3 0.3
C 13.60793 -12.06225 -7.74859 0.6 0.1 0.1
C 14.27700 -10.98125 -8.59599 -0.7 0.1 -0.7
O 15.41320 -11.48856 -9.27023 0.1 0.3 0.5
C 16.46489 -11.77250 -8.36832 0.7 -0.5 -0.4
H 11.67915 -10.72327 -10.78005 0.2 0.0 0.2
H 10.87325 -9.62744 -9.64150 -0.3 0.2 -0.3
H 9.94734 -10.77900 -10.71566 -0.3 0.1 0.3
H 10.52688 -13.07284 -10.28431 -0.3 -0.1 0.1
H 10.72952 -13.51077 -8.54797 -0.3 0.3 0.1
H 12.86003 -12.44066 -10.37617 0.3 -0.1 0.1
H 12.65179 -14.15482 -10.10802 -0.3 0.1 0.1
H 14.32992 -12.39865 -7.00201 -0.1 0.0 0.1
H 12.72621 -11.72278 -7.20264 -0.1 0.2 -0.3
H 14.52981 -10.04022 -8.09499 0.0 -0.3 0.6
H 13.57039 -10.65453 -9.36595 0.1 -0.2 -0.1
H 16.44619 -12.78806 -7.96595 -0.4 0.0 0.0
H 16.55580 -11.07697 -7.52993 -0.3 0.2 -0.1
H 17.40126 -11.73740 -8.92619 0.0 0.2 -0.1
C 17.13159 -18.81230 -14.32996 0.5 -0.3 0.4
O 16.82448 -17.71268 -13.51074 -0.2 0.3 -0.5
C 17.63889 -17.53839 -12.37684 0.0 0.6 0.0
C 17.48502 -16.08288 -11.97126 -0.4 -0.9 0.3
O 18.30012 -15.84603 -10.84506 0.2 0.5 -0.2
C 18.31529 -14.43890 -10.66228 0.3 0.4 -0.3
C 19.23881 -13.91995 -9.59607 0.5 -0.8 0.2
O 18.75708 -14.04057 -8.28026 0.1 0.5 0.1
C 18.55030 -15.36846 -7.84710 -0.4 -0.1 0.1
H 17.10940 -19.72606 -13.72603 -0.2 -0.2 -0.2
H 18.13582 -18.75295 -14.76519 0.1 0.2 0.1
H 16.42655 -18.85641 -15.15659 -0.2 0.0 0.2
H 18.70866 -17.63320 -12.58930 0.0 -0.6 -0.1
H 17.30566 -18.20632 -11.58073 0.3 -0.1 0.1
H 16.44430 -15.86758 -11.70907 0.0 0.1 -0.1
H 17.76156 -15.47436 -12.83948 0.2 0.2 0.1
H 17.28874 -14.09313 -10.50734 0.0 0.2 0.1
H 18.71323 -13.98319 -11.57935 -0.3 0.0 -0.2
H 19.49424 -12.88560 -9.82816 -0.6 0.3 0.4
H 20.22487 -14.40117 -9.68654 -0.1 -0.4 0.0
H 18.46759 -15.36073 -6.75980 0.5 0.2 -0.1
H 19.35211 -16.02890 -8.18081 0.0 -0.1 0.1
H 17.58640 -15.76982 -8.17958 0.1 0.0 -0.4
```
Positions in Å, forces in eV/Å.